(1)
The following is a DFT calculation (wB97M-V/def2-TZVPD) of a cluster of 2 separate species, C3H8ClNOS in total at a distorted geometry.

## Properties
F_max in eV/A: 5.597
LUMO level in eV: -0.5
Frontier orbital gap in Eh: 0.313
E_HOMO in hartree: -0.3333

ORCA input file:
```
! RIJCOSX wB97M-V def2-TZVPD def2/J DEFGRID3
* xyz 0 1
H -1.849 1.798 -1.220
H -0.465 0.997 -0.886
H 3.883 -0.890 1.276
O 1.339 -1.246 0.690
N -2.104 0.074 0.178
H 0.571 -0.638 0.752
H -4.002 0.878 0.274
C -1.603 0.789 -0.993
C -3.225 0.313 0.745
Cl 1.938 1.428 -0.314
H -1.639 0.039 -1.856
C 3.705 -1.219 0.354
H 4.515 -1.495 -0.243
S 2.339 -0.873 -0.502
H -3.405 0.045 1.745
*
```



(2)
The following is a DFT calculation (wB97M-V/def2-TZVPD) of a cluster of 2 separate species, C4H12 in total at a distorted geometry.

## Properties
F_max in eV/A: 1.117
SMILES: CC.CC
LUMO level in eV: 1.1
Frontier orbital gap in Eh: 0.474
E_HOMO in hartree: -0.4316

ORCA input file:
```
! RIJCOSX wB97M-V def2-TZVPD def2/J DEFGRID3
* xyz 0 1
H 2.461 0.579 0.507
C -2.218 0.513 -2.051
H -1.703 0.598 -3.022
H 0.956 1.054 1.222
C -1.217 0.055 -0.988
H -0.266 0.605 -0.999
C 1.846 0.450 1.397
C 1.548 -1.025 1.622
H -3.037 -0.197 -2.117
H 1.037 -1.172 2.590
H 0.884 -1.457 0.874
H 2.476 -1.599 1.705
H -2.564 1.532 -1.867
H -1.005 -1.004 -1.144
H 2.393 0.865 2.235
H -1.591 0.203 0.035
*
```



(3)
The following is a DFT calculation (wB97M-V/def2-TZVPD) of a cluster of 2 separate species, C5H15NO in total at a distorted geometry.

## Properties
F_max in eV/A: 3.679
SMILES: CCC[C@@H](C)N.O
LUMO level in eV: 0.9
Frontier orbital gap in Eh: 0.357
E_HOMO in hartree: -0.3254

ORCA input file:
```
! RIJCOSX wB97M-V def2-TZVPD def2/J DEFGRID3
* xyz 0 1
H -0.031 1.493 1.785
H 1.214 1.343 -1.629
H -1.506 0.808 1.419
C 0.101 -0.650 1.771
H -0.554 2.867 0.143
H 1.223 -0.418 1.846
H -2.117 2.185 -0.110
H -1.359 -2.043 0.618
O 1.935 -1.543 -3.117
N 1.013 0.679 -0.843
H 0.468 -2.324 0.256
H 1.811 0.228 -0.456
H 1.142 -2.146 -3.213
H 1.781 -1.237 -2.203
C -0.337 -2.067 1.050
C -0.375 0.896 -0.324
H -0.981 0.142 -0.780
C -1.066 2.230 -0.550
C -0.499 0.636 1.287
H -0.192 -0.863 2.760
H -1.278 2.553 -1.594
H -0.392 -2.770 1.884
*
```



(4)
The following is a DFT calculation (wB97M-V/def2-TZVPD) of a cluster of 2 separate species, C8H8FO3S in total at a distorted geometry.

## Properties
F_max in eV/A: 5.025
LUMO level (spin up / spin down) in eV: 3.4 / 3.0
Frontier orbital gap (spin up / spin down) in Eh: 0.267 / 0.246
E_HOMO (spin up / spin down) in hartree: -0.1420 / -0.1343

ORCA input file:
```
! RIJCOSX wB97M-V def2-TZVPD def2/J DEFGRID3
* xyz -1 1
O 4.580 -0.268 -0.002
C 1.264 -0.846 -0.688
C -1.905 1.978 -0.204
H 2.687 -2.157 -0.142
O 3.403 1.860 -0.327
C 0.121 0.035 -0.540
H 1.195 -2.936 0.082
O 2.944 0.608 1.767
S 3.357 0.591 0.359
F 1.719 -1.060 -2.031
C -1.405 1.673 -1.467
H -1.744 1.472 1.830
H -1.753 2.177 -2.401
H -2.815 2.613 -0.026
H 0.285 0.272 1.587
H 1.768 -1.597 1.212
C 1.719 -2.014 0.210
C -0.470 0.652 -1.696
H -0.087 0.284 -2.676
C -0.429 0.310 0.671
C -1.378 1.249 0.848
*
```



(5)
The following is a DFT calculation (wB97M-V/def2-TZVPD) of a cluster of 2 separate species, C9H14 in total at a distorted geometry.

## Properties
F_max in eV/A: 2.803
SMILES: Cc1ccccc1.CC
LUMO level in eV: 1.0
Frontier orbital gap in Eh: 0.365
E_HOMO in hartree: -0.3301

ORCA input file:
```
! RIJCOSX wB97M-V def2-TZVPD def2/J DEFGRID3
* xyz 0 1
C -0.988 1.906 -1.093
H 2.283 1.075 -1.704
H 0.431 1.621 2.427
H 1.051 0.632 -2.803
H -1.210 2.271 -2.098
C 0.813 1.386 0.380
H 1.638 -3.436 1.019
C -0.321 -2.564 0.548
H 0.005 -1.780 1.237
C -1.870 2.047 -0.020
C -1.392 1.914 1.268
H -1.392 -2.737 0.592
C 0.618 -3.731 0.809
H 1.296 2.331 -2.636
C 1.316 1.401 -2.068
C 0.320 1.497 -0.963
H 0.592 -4.491 0.024
H -0.283 -2.161 -0.473
H -2.001 2.011 2.156
H -2.911 2.296 -0.157
H 0.181 -4.215 1.675
H 1.847 1.075 0.435
C -0.025 1.653 1.444
*
```



(6)
The following is a DFT calculation (wB97M-V/def2-TZVPD) of the molecule C6H9N at a distorted geometry.

## Properties
F_max in eV/A: 1.512
SMILES: C[C@]12C[C@H]1[C@H]1N[C@H]12
LUMO level in eV: 1.1
Frontier orbital gap in Eh: 0.353
E_HOMO in hartree: -0.3137

ORCA input file:
```
! RIJCOSX wB97M-V def2-TZVPD def2/J DEFGRID3
* xyz 0 1
C -0.257 1.109 0.048
H 2.378 0.105 1.052
N -1.766 -0.764 -1.093
C 1.615 -0.674 0.943
H -0.082 2.011 0.624
H -2.482 0.571 0.694
H 2.099 -1.563 0.522
H 0.169 0.417 -2.064
H 1.255 -0.932 1.946
H -1.139 -1.721 0.726
C 0.613 0.696 -1.112
C 0.491 -0.206 0.066
H 1.553 1.239 -1.179
H -1.933 0.280 -1.311
C -1.612 0.349 0.104
C -0.902 -0.916 0.035
*
```



(7)
The following is a DFT calculation (wB97M-V/def2-TZVPD) of the molecule C5H3NO at a distorted geometry.

## Properties
F_max in eV/A: 1.103
SMILES: N#Cc1ccoc1
LUMO level in eV: 0.8
Frontier orbital gap in Eh: 0.384
E_HOMO in hartree: -0.3556

ORCA input file:
```
! RIJCOSX wB97M-V def2-TZVPD def2/J DEFGRID3
* xyz 0 1
H -1.646 -0.394 1.519
H 2.139 -1.554 0.391
C -1.253 1.397 -0.813
C -0.763 -0.352 0.897
O 0.252 -1.182 1.201
C -0.440 0.407 -0.186
H 1.468 0.412 -1.391
N -1.891 2.205 -1.343
C 0.886 0.013 -0.574
C 1.248 -0.951 0.299
*
```



(8)
The following is a DFT calculation (wB97M-V/def2-TZVPD) of a structure of composition C24H74F4N8O18PbS4 at a distorted geometry.

## Properties
F_max in eV/A: 9.820
LUMO level (spin up / spin down) in eV: 1.7 / 1.7
Frontier orbital gap (spin up / spin down) in Eh: 0.168 / 0.303
E_HOMO (spin up / spin down) in hartree: -0.1044 / -0.2398

ORCA input file:
```
! RIJCOSX wB97M-V def2-TZVPD def2/J DEFGRID3
* xyz -1 2
O -2.730 -0.749 5.299
H 2.481 -6.203 -3.786
Pb 2.767 1.311 -1.115
H -0.560 4.446 -5.986
S 0.124 -0.546 0.411
H 0.284 -2.158 -1.988
O -1.083 5.528 -0.764
H -0.723 -0.652 5.414
H 1.144 4.338 2.589
H -4.197 -0.442 3.125
O 2.338 2.817 -3.141
H -4.628 1.615 1.372
H -0.928 -1.202 -6.811
O 2.183 -0.533 -3.126
O 0.709 -4.057 -2.292
H -2.048 3.490 -6.346
H 0.787 3.778 -1.423
N 0.625 0.279 -1.063
H -3.664 -2.403 5.652
H 2.803 -5.418 -2.160
H 1.817 2.616 -3.918
H -0.797 -5.339 -1.898
H 1.947 2.991 1.725
C 1.043 -6.620 -2.245
F 2.918 0.503 2.122
O -1.413 1.736 -0.480
O 3.862 -0.977 -0.795
F 0.003 1.665 -2.454
O 6.952 1.798 0.240
C -1.479 -0.153 4.808
O 4.119 2.239 3.254
H -5.024 3.075 -0.194
S 4.356 1.263 2.170
O -5.876 1.257 -0.947
C -1.354 1.357 4.553
H 2.313 -1.462 -3.317
H -3.139 -0.313 1.717
H 0.170 -4.014 3.799
C -0.077 -2.961 -2.632
H -5.924 -0.668 -0.227
H -0.764 -2.463 3.551
H 3.237 -1.688 -0.658
S -0.758 0.709 -1.304
C -2.434 5.310 -0.450
F 5.509 3.529 -0.457
C 3.590 -2.026 4.300
H -1.989 1.335 2.450
C 2.474 -3.032 3.915
H 2.336 4.737 1.311
H -0.335 3.409 0.577
C -2.154 1.855 3.393
C 2.433 -6.289 -2.701
H 4.937 -3.141 5.739
O 5.215 0.115 2.396
S 5.881 2.553 0.849
H -4.586 -1.325 1.748
H 3.069 -7.156 -2.518
C -0.513 0.913 -5.641
H -2.769 6.173 0.125
H 0.178 1.240 3.461
H -2.715 -2.684 -0.137
H 1.332 2.041 -6.316
H -6.282 1.136 2.866
H 0.493 6.273 0.133
H -3.220 1.854 3.622
H -0.534 2.715 -4.395
H -4.369 -0.024 -0.708
H -2.446 4.351 0.068
H -0.742 -0.681 -8.465
H 0.004 -2.698 -3.687
C 0.516 4.089 0.559
O -1.662 -0.183 -2.028
H 0.945 -6.663 -1.161
H 1.922 4.610 -0.873
C -5.085 0.629 1.286
H -1.135 -3.028 -2.379
C -5.272 0.201 -0.141
H -6.891 1.365 1.392
H -2.017 -2.750 5.229
H -0.598 5.699 1.334
N -6.376 0.706 1.957
N 4.340 1.818 0.710
C -0.161 5.435 0.371
H -1.715 1.892 5.431
H 3.382 -1.946 6.326
O 6.083 3.538 1.918
N 1.364 3.815 -0.595
H 0.620 1.573 5.014
H 3.759 -1.258 3.545
O -1.019 -1.435 0.493
F 1.356 -1.561 0.451
H -1.300 -0.525 3.800
C -0.188 2.424 -5.386
H -5.550 3.188 -1.850
O 0.371 0.350 1.576
C -0.962 3.468 -6.250
H 2.672 -3.353 2.892
H 1.519 -0.520 -2.437
H 0.723 -1.060 -7.457
H 5.204 -3.474 3.957
H -3.067 5.167 -1.326
N 0.766 -7.866 -2.906
H -1.585 0.767 -5.508
H 0.303 -3.263 2.324
C 1.589 4.018 1.647
O -3.149 -3.525 -0.282
N -0.015 1.816 4.267
H 2.301 -3.890 4.564
H 1.068 -7.790 -3.866
C 4.976 -2.737 4.728
H -0.231 -7.993 -3.007
H -4.188 2.262 -1.567
N 3.144 -1.370 5.531
H -2.006 2.917 3.195
H 3.146 3.199 -3.486
H -2.648 -4.147 0.245
C -2.641 -2.055 5.791
H 2.185 -1.054 5.506
O 1.224 -2.290 3.884
H 5.797 -2.022 4.698
H 0.991 3.517 -6.110
H 4.700 -1.418 -0.934
C 0.080 -5.407 -2.542
N 1.169 2.689 -5.559
O -0.158 0.701 -7.016
C -0.280 -0.634 -7.479
H -0.678 3.344 -7.295
H -2.335 -2.110 6.836
H -0.254 -5.476 -3.578
C -4.180 -0.356 2.038
C -5.149 2.496 -1.109
C 0.162 -3.010 3.375
H -0.058 0.199 -4.955
*
```